{"formula": "C16H66N4O15", "method": "the ωB97M-V functional and the def2-TZVPD basis", "gap_ev": [8.6, 2.4], "lumo_energy_ev": [-2.5069, -8.6460], "charge": 1, "fmax_ha_per_bohr": 0.068, "spin_multiplicity": 2, "homo_energy_ev": [-11.1, -11.1], "elements": ["C", "C", "C", "O", "C", "N", "H", "H", "H", "H", "H", "H", "H", "H", "H", "H", "H", "C", "C", "C", "O", "C", "N", "H", "H", "H", "H", "H", "H", "H", "H", "H", "H", "H", "C", "C", "C", "O", "C", "N", "H", "H", "H", "H", "H", "H", "H", "H", "H", "H", "H", "C", "C", "C", "O", "C", "N", "H", "H", "H", "H", "H", "H", "H", "H", "H", "H", "H", "O", "H", "H", "O", "H", "H", "O", "H", "H", "O", "H", "H", "O", "H", "H", "O", "H", "H", "O", "H", "H", "O", "H", "H", "O", "H", "H", "O", "H", "H", "O", "H", "H"], "xyz": [[0.224, -5.434, 1.093], [-0.556, -4.218, 0.752], [-1.247, -4.430, -0.611], [-0.427, -4.804, -1.651], [-1.061, -5.170, -2.802], [-1.556, -4.324, 1.826], [0.988, -5.571, 0.327], [-0.371, -6.340, 1.210], [0.763, -5.336, 2.035], [-0.138, -3.219, 0.878], [-1.815, -3.521, -0.807], [-2.015, -5.191, -0.472], [-1.778, -4.470, -3.232], [-1.605, -6.111, -2.726], [-0.259, -5.275, -3.533], [-2.336, -3.690, 1.728], [-2.022, -5.215, 1.731], [-1.164, 0.977, 1.352], [-0.698, -0.184, 0.461], [-1.181, -0.023, -0.999], [-2.585, 0.219, -1.082], [-3.246, -1.050, -0.988], [0.683, -0.438, 0.455], [-2.219, 1.118, 1.590], [-0.960, 1.998, 1.030], [-0.628, 0.761, 2.276], [-1.094, -1.109, 0.882], [-0.891, -0.890, -1.593], [-0.716, 0.874, -1.408], [-3.409, -1.519, -1.958], [-4.284, -0.890, -0.696], [-2.996, -1.693, -0.144], [1.112, 0.352, -0.006], [0.905, -1.066, -0.304], [6.025, 1.788, -0.843], [4.528, 2.069, -0.584], [3.540, 1.236, -1.451], [2.104, 1.352, -1.106], [1.538, 2.653, -1.491], [4.389, 1.863, 0.868], [6.253, 0.742, -0.640], [6.703, 2.292, -0.155], [6.234, 2.070, -1.875], [4.327, 3.121, -0.787], [3.698, 0.158, -1.486], [3.409, 1.422, -2.517], [2.090, 3.536, -1.170], [0.586, 2.667, -0.961], [1.278, 2.551, -2.545], [4.647, 0.905, 1.056], [5.060, 2.428, 1.369], [-1.059, 5.059, 4.163], [-0.578, 4.049, 3.143], [0.276, 4.678, 2.041], [1.511, 5.236, 2.505], [2.080, 6.055, 1.554], [0.294, 3.107, 3.883], [-2.014, 5.488, 3.858], [-0.331, 5.844, 4.367], [-1.330, 4.610, 5.118], [-1.421, 3.548, 2.667], [-0.370, 5.455, 1.632], [0.459, 3.994, 1.212], [1.999, 5.641, 0.548], [3.148, 6.108, 1.763], [1.512, 6.984, 1.602], [1.088, 3.590, 4.278], [0.803, 2.623, 3.157], [-1.903, -1.529, -4.635], [-1.271, -0.823, -4.500], [-1.598, -1.975, -5.426], [-4.812, -1.913, -4.542], [-3.952, -2.017, -4.949], [-4.993, -0.975, -4.599], [0.087, -2.078, 3.187], [0.402, -1.524, 2.473], [-0.408, -2.772, 2.752], [0.192, -0.029, -4.028], [0.258, -0.798, -3.462], [0.896, -0.138, -4.666], [1.029, -2.566, -2.385], [1.805, -2.730, -1.850], [0.393, -3.219, -2.093], [-4.277, -4.200, 0.748], [-4.802, -4.267, 1.546], [-4.910, -4.295, 0.036], [2.030, 1.770, 2.300], [2.834, 2.006, 1.838], [1.662, 1.049, 1.789], [-4.513, 1.555, 0.401], [-4.902, 0.686, 0.503], [-3.803, 1.428, -0.227], [3.304, -2.114, -0.552], [3.204, -1.424, 0.104], [4.184, -1.983, -0.906], [0.378, 0.484, 5.355], [0.096, 1.287, 4.916], [0.615, -0.109, 4.642], [-3.912, 0.933, -4.160], [-3.973, 1.778, -3.714], [-3.233, 0.458, -3.682]], "forces_ev_per_a": [[2.999, -0.116, -0.351], [-2.226, -1.576, 0.465], [-1.177, 0.395, 1.301], [1.557, 1.035, 0.996], [-0.359, -0.854, -2.163], [-0.904, 1.214, 0.241], [0.081, -0.544, -0.019], [-0.256, 0.202, -0.439], [-0.088, 0.229, 0.062], [0.847, -0.271, -0.420], [-0.127, 0.379, -0.568], [-0.092, -0.288, 0.185], [-0.059, 0.627, 0.359], [0.095, -0.274, 0.271], [-0.177, -0.244, -0.173], [-0.070, 0.473, -0.191], [0.130, -0.301, 0.229], [0.610, 0.132, 0.317], [-0.860, -0.166, 3.235], [-1.805, 1.232, -2.753], [2.402, -1.961, 0.685], [-2.741, 0.108, 0.254], [-0.903, 1.204, -2.244], [-0.253, -1.135, -0.271], [0.908, -0.131, -0.383], [-0.162, 0.533, 0.382], [-1.011, -0.305, -0.415], [-0.118, -0.246, 0.159], [0.201, -0.012, 0.149], [0.941, -0.278, -0.180], [-0.169, 0.726, -0.173], [1.189, -0.082, -0.300], [1.613, 1.690, 0.599], [0.216, -1.897, 0.196], [-0.636, -0.141, -1.164], [0.917, 0.094, 0.381], [-1.676, -0.390, -0.156], [0.963, 1.226, 0.800], [-0.761, -1.760, 0.441], [-1.372, -0.306, -0.206], [-0.154, -0.283, -0.457], [-0.376, 0.584, -0.144], [0.590, -0.268, -0.003], [-0.005, 0.069, 0.033], [0.355, -0.039, 0.705], [1.442, 0.876, -0.208], [0.318, -0.281, -0.298], [-0.054, 0.259, 0.109], [0.428, 0.636, -0.189], [0.095, -0.239, 0.284], [0.091, 0.190, -0.069], [-1.130, 0.478, 0.095], [2.245, 0.164, 1.385], [-0.756, 1.056, 0.070], [-1.307, -1.918, 0.686], [0.102, 0.286, -0.293], [-0.780, -0.812, -0.697], [0.136, 0.494, -0.299], [0.013, -0.022, -0.166], [0.385, -0.409, -0.061], [0.009, -0.244, 0.118], [0.135, 0.589, -0.356], [0.265, -0.423, -0.026], [-0.164, -0.130, -0.329], [-0.113, 0.599, 0.164], [0.622, 0.576, -0.412], [-0.204, 0.670, 0.526], [-0.076, -0.525, 0.089], [-0.726, -0.657, 0.223], [0.395, 0.569, -0.239], [0.068, -0.160, -0.238], [-0.337, -0.469, 0.311], [0.273, 0.145, -0.004], [-0.015, 0.406, -0.065], [0.176, 0.560, 0.117], [0.315, 0.111, -0.040], [-0.423, -0.792, 0.200], [-0.115, 0.675, 0.214], [0.547, -0.652, 0.385], [0.238, 0.017, -0.256], [-0.204, 1.267, -0.195], [0.586, 0.005, 0.217], [-0.385, -0.953, 0.042], [0.192, 0.206, -0.125], [-0.212, -0.052, 0.311], [-0.228, -0.088, -0.270], [-0.697, -0.533, 0.228], [0.978, 0.168, -0.641], [0.087, -0.132, 0.037], [-0.078, 0.324, 0.293], [-0.261, -0.081, 0.124], [0.074, 0.062, -0.167], [-0.366, -0.088, -0.120], [0.047, 0.084, 0.368], [0.347, -0.157, -0.139], [0.034, -0.470, 0.295], [-0.072, 0.864, -0.189], [0.041, -0.344, -0.021], [-0.109, -0.052, -0.072], [-0.160, 0.314, 0.045], [0.207, -0.255, -0.026]], "mulliken_charge": [-1.788, 1.650, -0.581, -0.618, -0.824, -0.716, 0.352, 0.352, 0.433, -0.726, 0.028, 0.639, 0.260, 0.380, 0.326, 0.143, 0.453, -2.014, 1.454, -1.044, -0.298, -0.919, 0.439, 0.564, 0.279, 0.420, 0.256, 0.555, 0.290, 0.268, 0.438, 0.410, 0.086, 0.009, -1.513, 0.243, -0.887, -0.123, -1.028, -0.568, 0.376, 0.451, 0.368, 0.242, 0.205, 0.456, 0.296, 0.147, 0.355, 0.208, 0.263, -1.586, 0.819, -0.295, -0.328, -0.735, -0.411, 0.392, 0.291, 0.409, 0.088, 0.598, -0.207, 0.241, 0.243, 0.362, 0.301, 0.170, -0.484, 0.365, 0.228, -0.629, 0.277, 0.310, -0.629, 0.399, 0.396, -0.653, 0.249, 0.312, -0.619, 0.307, 0.404, -0.529, 0.257, 0.277, -0.646, 0.440, 0.243, -0.640, 0.296, 0.402, -0.624, 0.253, 0.292, -0.686, 0.414, 0.262, -0.651, 0.303, 0.305]}

=====

{"formula": "C16H6Cl4NO4Sc", "method": "the ωB97M-V functional and the def2-TZVPD basis", "de_lowest_kcal_mol": 0.0, "gap_ev": 6.9, "lumo_energy_ev": -1.3902, "charge": 0, "fmax_ha_per_bohr": 0.002, "homo_energy_ev": -8.3, "elements": ["Sc", "O", "C", "O", "C", "C", "C", "C", "C", "C", "C", "C", "C", "N", "H", "H", "H", "H", "H", "H", "Cl", "C", "C", "Cl", "C", "Cl", "C", "O", "C", "O", "C", "Cl"], "xyz": [[1.339, -0.268, -1.871], [4.802, -2.039, -0.597], [3.706, -1.560, -0.737], [3.185, -1.083, -1.836], [2.764, -1.462, 0.466], [3.172, -1.903, 1.732], [2.298, -1.782, 2.774], [1.017, -1.225, 2.568], [0.069, -1.071, 3.609], [-1.153, -0.524, 3.351], [-1.486, -0.106, 2.042], [-0.595, -0.241, 1.018], [0.676, -0.805, 1.265], [1.572, -0.937, 0.238], [4.163, -2.320, 1.833], [2.577, -2.109, 3.768], [0.334, -1.394, 4.607], [-1.874, -0.407, 4.148], [-2.459, 0.327, 1.851], [-0.859, 0.080, 0.017], [-3.501, 4.384, -2.330], [-2.621, 2.909, -2.440], [-3.248, 1.748, -2.879], [-4.913, 1.775, -3.319], [-2.530, 0.550, -2.960], [-3.274, -0.912, -3.485], [-1.192, 0.521, -2.608], [-0.430, -0.591, -2.639], [-0.555, 1.698, -2.166], [0.743, 1.576, -1.825], [-1.269, 2.881, -2.079], [-0.456, 4.291, -1.516]], "forces_ev_per_a": [[0.124, 0.008, 0.027], [-0.007, -0.004, 0.013], [-0.028, 0.006, 0.006], [-0.048, -0.005, -0.044], [0.022, 0.006, -0.042], [-0.023, 0.000, 0.030], [0.037, -0.012, -0.016], [-0.021, 0.004, 0.014], [0.008, -0.004, -0.005], [0.001, 0.000, -0.006], [-0.010, 0.002, 0.017], [0.033, -0.009, -0.020], [-0.008, 0.000, 0.016], [-0.049, -0.008, 0.016], [0.003, -0.001, -0.009], [-0.008, 0.002, 0.004], [0.003, -0.001, 0.000], [-0.002, 0.002, -0.002], [0.001, -0.001, -0.002], [-0.013, 0.004, 0.005], [-0.001, 0.013, 0.002], [-0.004, -0.047, -0.014], [0.038, 0.018, 0.012], [-0.011, -0.003, -0.004], [-0.031, 0.000, -0.007], [0.007, 0.005, 0.006], [0.004, 0.008, 0.007], [0.004, -0.052, 0.000], [-0.041, -0.054, -0.007], [0.020, 0.092, -0.002], [0.007, 0.044, 0.010], [-0.007, -0.015, -0.005]], "mulliken_charge": [1.296, -0.614, 0.659, -0.695, 0.352, -0.661, -0.473, 1.050, -0.933, -0.517, -0.751, 0.056, -0.001, -0.503, 0.497, 0.438, 0.388, 0.396, 0.456, 0.482, -0.188, 0.169, 0.244, -0.190, 0.025, -0.182, 0.529, -0.899, 0.486, -0.948, 0.215, -0.183]}

=====

{"formula": "C16H6N2O6", "method": "the ωB97M-V functional and the def2-TZVPD basis", "de_lowest_kcal_mol": 0.0, "gap_ev": 7.6, "lumo_energy_ev": -1.9351, "charge": 0, "fmax_ha_per_bohr": 0.128, "smiles": "O=C1OC(=O)c2c(/N=N/c3cccc4c3C(=O)OC4=O)cccc21", "homo_energy_ev": -9.6, "elements": ["O", "O", "O", "O", "N", "N", "O", "O", "C", "C", "C", "C", "C", "C", "C", "C", "C", "C", "C", "C", "C", "C", "C", "C", "H", "H", "H", "H", "H", "H"], "xyz": [[-4.757, 2.922, 2.932], [3.429, -3.603, -3.833], [-1.817, -0.376, 3.088], [1.034, 0.111, -3.102], [0.088, 0.413, 0.874], [0.698, 0.056, -0.189], [-3.377, 1.190, 3.409], [2.407, -1.573, -3.876], [-3.728, 2.280, 2.748], [2.814, -2.689, -3.271], [-2.282, 0.711, 2.839], [1.763, -0.862, -2.911], [-1.721, 3.555, -0.300], [2.333, -3.339, 0.458], [-0.786, 2.495, -0.241], [1.628, -2.121, 0.727], [-2.724, 3.599, 0.699], [2.721, -3.648, -0.870], [-0.862, 1.459, 0.748], [1.388, -1.165, -0.312], [-2.824, 2.556, 1.638], [2.502, -2.707, -1.884], [-1.887, 1.554, 1.697], [1.880, -1.531, -1.596], [-1.599, 4.349, -1.017], [2.531, -4.058, 1.240], [0.024, 2.464, -0.975], [1.345, -1.851, 1.727], [-3.476, 4.390, 0.672], [3.254, -4.581, -1.119]], "forces_ev_per_a": [[1.906, -1.536, 0.501], [-1.548, 2.459, 0.700], [-0.600, 1.258, 0.553], [2.351, -2.223, -0.594], [1.351, -2.488, -1.118], [-2.143, 1.774, 0.370], [-0.826, -0.208, 1.747], [-0.328, 0.810, -0.371], [-4.424, 4.157, -1.210], [3.471, -5.092, -2.317], [2.819, -3.970, -1.460], [-3.780, 4.017, 0.918], [0.137, -1.389, 2.035], [-0.717, 1.060, -1.541], [-0.365, -0.365, 0.284], [0.856, 0.010, -1.399], [-0.513, -0.192, -0.593], [0.476, -0.287, 0.433], [0.647, 1.490, -0.976], [0.912, -1.342, 1.038], [1.611, 0.693, -0.963], [-0.625, -0.210, 3.061], [0.656, 0.405, -0.652], [-0.523, 0.963, 0.548], [-0.133, 0.028, -0.134], [-0.042, 0.117, 0.097], [-0.224, -0.173, 0.295], [-0.242, -0.075, 0.291], [0.244, -0.193, 0.182], [-0.401, 0.502, 0.276]], "mulliken_charge": [-0.563, -0.578, -0.528, -0.522, -0.530, 0.304, -0.255, -0.265, 0.254, 0.270, 0.673, 0.624, -0.751, -0.764, -0.212, -0.246, -0.422, -0.346, 0.184, -0.076, -0.293, -0.437, 0.837, 1.015, 0.416, 0.402, 0.388, 0.530, 0.435, 0.453]}